{
  "formula": "C4H3NOS",
  "method": "ωB97M-V/def2-TZVPD",
  "species": ["C", "C", "C", "O", "S", "N", "C", "H", "H", "H"],
  "positions_angstrom": [[1.990224, 1.206127, 0.077159], [0.803229, 1.599371, 0.378625], [-0.456825, 1.537719, 0.998100], [-0.842542, 1.986144, 2.208083], [-1.461890, 0.030651, 0.442465], [-0.338587, -0.646424, -0.852678], [-0.780619, -1.972226, -0.875754], [3.041202, 1.083261, -0.406842], [-0.255853, -2.267961, -1.811270], [-1.698339, -2.556662, -0.157888]],
  "forces_ev_per_a": [[-3.8, 2.3, 0.0], [6.8, -1.7, -1.4], [-3.5, -1.1, 7.1], [2.2, -1.5, -7.2], [2.4, 2.1, -0.9], [-4.7, -4.8, 2.8], [0.9, 4.2, -0.4], [-2.6, 0.2, 1.4], [-0.8, -1.6, 0.9], [3.1, 1.9, -2.4]],
  "lowdin_charge": [0.16, -0.14, -0.59, -0.09, 0.86, -0.30, -0.18, 0.09, 0.05, 0.14],
  "energy_ev": -18562.6788,
  "smiles": "C#CC(=O)SN=C",
  "e_above_lowest_kj_mol": 537.8,
  "gap_ha": 0.3095
}